Computed, not measured: a 4-piece molecular cluster, C11H37O13P4 overall, with the ωB97M-V functional and the def2-TZVPD basis.

Bonds (Å) are listed after each position.
Element x y z (Å)
1 O -7.84 -1.27 2.87  C2 1.447, H5 0.958
2 C -6.98 -0.47 3.72  O1 1.447, C3 1.516, H6 1.093, H7 1.098
3 C -7.38 0.99 3.82  C2 1.516, P4 1.945, H8 1.097, H9 1.095
4 P -7.33 1.65 5.64  C3 1.945, H10 1.482, H11 1.486, H12 1.493, H13 1.489, H14 1.474
5 H -8.60 -0.75 2.63  O1 0.958
6 H -5.96 -0.60 3.33  C2 1.093
7 H -7.01 -0.90 4.73  C2 1.098
8 H -8.40 1.12 3.44  C3 1.097
9 H -6.71 1.64 3.24  C3 1.095
10 H -6.28 2.64 5.30  P4 1.482
11 H -6.26 0.67 5.97  P4 1.486
12 H -8.34 0.61 5.99  P4 1.493
13 H -8.40 2.62 5.30  P4 1.489
14 H -7.33 2.14 7.03  P4 1.474
15 C -2.08 -1.13 -1.15  O16 1.434, H23 1.090, H24 1.087, H25 1.088
16 O -3.19 -2.02 -1.27  C15 1.434, P17 1.590
17 P -3.69 -2.77 0.04  O16 1.590, O18 1.466, O19 1.595, O21 1.566
18 O -2.75 -2.67 1.17  P17 1.466
19 O -3.96 -4.25 -0.46  P17 1.595, C20 1.426
20 C -2.83 -5.01 -0.89  O19 1.426, H26 1.091, H27 1.091, H28 1.087
21 O -5.14 -2.21 0.24  P17 1.566, C22 1.450
22 C -6.03 -2.90 1.15  O21 1.450, H29 1.089, H30 1.091, H31 1.087
23 H -1.17 -1.69 -0.92  C15 1.090
24 H -1.96 -0.62 -2.11  C15 1.087
25 H -2.25 -0.38 -0.38  C15 1.088
26 H -2.03 -4.97 -0.14  C20 1.091
27 H -2.46 -4.64 -1.84  C20 1.091
28 H -3.15 -6.04 -1.00  C20 1.087
29 H -5.54 -3.09 2.10  C22 1.089
30 H -6.33 -3.84 0.69  C22 1.091
31 H -6.90 -2.27 1.32  C22 1.087
32 C 2.45 2.20 -1.91  O33 1.437, H40 1.089, H41 1.087, H42 1.088
33 O 2.78 1.47 -0.72  C32 1.437, P34 1.587
34 P 1.82 1.58 0.54  O33 1.587, O35 1.463, O36 1.591, O38 1.577
35 O 0.79 2.61 0.43  P34 1.463
36 O 2.82 1.74 1.77  P34 1.591, C37 1.429
37 C 3.58 2.95 1.83  O36 1.429, H43 1.091, H44 1.091, H45 1.087
38 O 1.33 0.09 0.71  P34 1.577, C39 1.442
39 C 0.71 -0.27 1.97  O38 1.442, H46 1.090, H47 1.089, H48 1.086
40 H 2.56 3.27 -1.75  C32 1.089
41 H 3.16 1.88 -2.68  C32 1.087
42 H 1.44 1.98 -2.23  C32 1.088
43 H 2.93 3.82 1.71  C37 1.091
44 H 4.35 2.96 1.07  C37 1.091
45 H 4.04 2.99 2.82  C37 1.087
46 H -0.04 0.47 2.26  C39 1.090
47 H 1.48 -0.34 2.74  C39 1.089
48 H 0.23 -1.23 1.84  C39 1.086
49 C 7.90 1.16 -6.65  O50 1.436, H57 1.089, H58 1.087, H59 1.088
50 O 8.20 0.48 -5.42  C49 1.436, P51 1.585
51 P 7.21 0.64 -4.19  O50 1.585, O52 1.465, O53 1.589, O55 1.577
52 O 6.18 1.67 -4.37  P51 1.465
53 O 8.17 0.85 -2.95  P51 1.589, C54 1.431
54 C 8.94 2.05 -2.90  O53 1.431, H60 1.091, H61 1.091, H62 1.086
55 O 6.69 -0.83 -3.97  P51 1.577, C56 1.438
56 C 6.03 -1.13 -2.73  O55 1.438, H63 1.090, H64 1.089, H65 1.086
57 H 8.00 2.24 -6.52  C49 1.089
58 H 8.62 0.81 -7.38  C49 1.087
59 H 6.89 0.93 -6.98  C49 1.088
60 H 8.31 2.92 -3.08  C54 1.091
61 H 9.74 2.01 -3.65  C54 1.091
62 H 9.38 2.12 -1.91  C54 1.086
63 H 5.26 -0.40 -2.51  C56 1.090
64 H 6.75 -1.17 -1.92  C56 1.089
65 H 5.57 -2.11 -2.85  C56 1.086

Calculated values
max |F|	0.391	eV/Å
charge	-1
LUMO energy	0.059	Ha
highest occupied orbital energy	-3.06	eV
energy	-75783.894	eV

Here are the Löwdin charges for atoms 1 to 2, given in e:
1 O -0.147
2 C -0.355

***

Computed, not measured: a 2-piece molecular cluster, C6H7FN2O overall at a distorted geometry, with the ωB97M-V functional and the def2-TZVPD basis.

Bonds (Å) are listed after each position.
Element x y z (Å)
1 C 1.04 1.33 0.91  C2 1.343, C5 1.536, H11 1.162
2 C 1.18 0.00 0.88  C1 1.343, C6 1.430, H12 1.093
3 C 0.12 1.03 -1.36  C5 1.538, N7 1.247, H13 1.076
4 C -1.46 -1.12 0.36  N8 1.326, O9 1.213
5 C 0.50 2.09 -0.31  C1 1.536, C3 1.538, H14 1.025, H15 1.166
6 C 0.57 -0.84 -0.10  C2 1.430, N7 1.408, F10 1.432
7 N 0.21 -0.21 -1.31  C3 1.247, C6 1.408
8 N -1.72 -2.41 0.22  C4 1.326, H16 1.055, H17 0.956
9 O -2.06 -0.20 0.89  C4 1.213
10 F 1.06 -2.18 -0.16  C6 1.432
11 H 1.25 2.05 1.80  C1 1.162
12 H 1.59 -0.69 1.63  C2 1.093
13 H 0.00 1.41 -2.36  C3 1.076
14 H -0.20 2.81 -0.14  C5 1.025
15 H 1.45 2.66 -0.66  C5 1.166
16 H -0.97 -2.91 -0.34  N8 1.055
17 H -2.57 -2.81 0.06  N8 0.956

Calculated values
max |F|	4.845	eV/Å
LUMO energy	0.022	Ha
energy above the lowest of the compared OMol25 structures with the same formula, charge and spin	44.40	kcal/mol
highest occupied orbital energy	-8.13	eV
energy	-14077.764	eV

Here are the Löwdin charges for atoms 1 to 2, given in e:
1 C -0.061
2 C -0.064

***

Computed, not measured: one molecule with the formula C3H5NO2 at a distorted geometry, with the ωB97M-V functional and the def2-TZVPD basis.

Bonds (Å) are listed after each position.
Element x y z (Å)
1 O -2.93 0.26 -0.22  N2 1.190
2 N -2.00 -0.14 0.41  O1 1.190, C3 1.663
3 C -0.55 0.00 -0.38  N2 1.663, C4 1.502, C5 1.507, H7 1.079
4 C 0.48 -0.96 0.15  C3 1.502, C5 1.492, H8 1.079, H9 1.081
5 C 0.58 0.49 0.49  C3 1.507, C4 1.492, O6 1.380, H10 1.082
6 O 1.57 1.31 -0.02  C5 1.380, H11 0.966
7 H -0.64 0.27 -1.42  C3 1.079
8 H 0.14 -1.63 0.93  C4 1.079
9 H 1.18 -1.39 -0.55  C4 1.081
10 H 0.33 0.81 1.50  C5 1.082
11 H 1.85 0.99 -0.89  O6 0.966

Calculated values
max |F|	2.878	eV/Å
LUMO energy	0.004	Ha
SMILES	O=N[C@@H]1C[C@H]1O
energy above the lowest of the compared OMol25 structures with the same formula, charge and spin	103.88	kcal/mol
highest occupied orbital energy	-8.94	eV
energy	-8773.190	eV

Here are the Löwdin charges for atoms 1 to 2, given in e:
1 O -0.014
2 N 0.020